Entry 1:
DFT (ωB97M-V with the def2-TZVPD basis set) results for 2 unconnected molecules or ions with the total composition C5H15N2O in a non-equilibrium geometry.

```
23
Properties=species:S:1:pos:R:3:mulliken_charge:R:1
C -2.58769 -0.85137 0.03690 -1.386
C -1.08579 -0.50148 -0.21839 0.054
C -0.64643 0.58534 0.74734 -0.616
C 0.67370 1.23084 0.38325 -0.324
C 0.81925 2.56545 0.33975 -0.172
N 1.93611 3.30711 0.07345 -0.420
N -0.25050 -1.74381 0.06904 -0.148
H -2.77485 -0.91436 1.10602 0.327
H -2.74006 -1.87296 -0.33374 0.421
H -3.19593 -0.12112 -0.48840 0.389
H -1.04383 -0.19018 -1.25508 0.344
H -0.49440 0.23108 1.78078 0.241
H -1.41126 1.36761 0.72358 0.424
H 1.52864 0.62156 0.09914 0.186
H 0.02455 3.15833 0.78386 0.271
H 2.80618 2.84676 -0.16088 0.187
H 1.88555 4.29861 -0.03668 0.207
H 0.73438 -1.55699 -0.20725 0.326
H -0.71986 -2.55510 -0.31382 0.305
H -0.14679 -1.69812 1.08808 0.420
H 2.75158 -2.75696 -0.84447 0.318
H 1.95517 -3.00276 -2.07398 0.290
O 1.98227 -2.44750 -1.29849 -0.644
```

The spin multiplicity is 1. Its charge is +1. The value obtained for the HOMO energy is -11.16 eV. The value obtained for the frontier orbital gap is 0.2998 hartree.


Entry 2:
DFT (ωB97M-V with the def2-TZVPD basis set) results for 2 unconnected molecules or ions with the total composition C5H15N2O in a non-equilibrium geometry.

```
23
Properties=species:S:1:pos:R:3:mulliken_charge:R:1
C -1.02096 -0.80965 -0.89550 -0.733
C 0.48869 -0.76823 -0.85948 -0.754
C 0.98752 0.43023 -0.05927 0.901
C 0.46959 1.63666 -0.36041 -1.300
C 3.05957 -0.72106 0.68404 -0.867
N 2.00818 0.29141 0.83735 -0.237
N -1.57809 -0.94281 0.48890 -0.255
H -1.47176 -1.60925 -1.49324 0.484
H -1.45700 0.05501 -1.38420 0.252
H 0.90493 -1.76629 -0.71638 0.397
H 0.77828 -0.55489 -1.89466 0.376
H 0.82407 2.54239 0.11470 0.320
H -0.25815 1.73651 -1.15229 0.238
H 2.62179 -1.71827 0.76220 0.232
H 3.85134 -0.55649 1.40740 0.345
H 3.53802 -0.62765 -0.28657 0.321
H 2.31729 1.07399 1.39460 0.255
H -1.86042 -0.08788 0.97660 0.343
H -2.38990 -1.54955 0.58147 0.336
H -0.88514 -1.49857 1.00072 0.351
H -3.08552 2.00963 0.10810 0.320
H -4.06604 0.96359 -0.54235 0.295
O -3.29938 1.07176 0.02883 -0.620
```

The spin multiplicity is 1. Its charge is +1. The value obtained for the HOMO energy is -11.28 eV. The value obtained for the frontier orbital gap is 0.2988 hartree.


Entry 3:
DFT (ωB97M-V with the def2-TZVPD basis set) results for 2 unconnected molecules or ions with the total composition C5H15N2O in a non-equilibrium geometry.

```
23
Properties=species:S:1:pos:R:3:mulliken_charge:R:1
C -1.66276 0.70537 2.67911 -1.375
C -0.90751 0.46976 1.30348 0.138
C 0.13868 1.51809 0.75421 -0.939
C 0.80771 0.85795 -0.40970 -0.695
C 0.51628 1.14643 -1.69266 -0.056
N 0.96372 0.30265 -2.69322 -0.388
N -0.44123 -0.95351 1.07785 -0.142
H -1.21884 0.63812 3.66878 0.354
H -2.53313 0.12508 2.55458 0.419
H -1.98540 1.69856 2.56874 0.404
H -1.73988 0.57114 0.57190 0.163
H 0.78412 2.01367 1.50616 0.397
H -0.47247 2.39483 0.64464 0.454
H 1.69135 0.20044 -0.18106 0.574
H -0.05686 2.09580 -1.93383 0.307
H 1.25008 -0.62959 -2.46762 0.175
H 0.88545 0.61316 -3.64078 0.209
H 0.17508 -1.39181 1.72746 0.341
H 0.06207 -1.10407 0.18850 0.265
H -1.31024 -1.48398 0.95050 0.403
H 1.40488 -3.44907 -0.77526 0.300
H 0.24319 -3.23271 -1.77451 0.310
O 0.72397 -2.82006 -1.04592 -0.619
```

The spin multiplicity is 1. Its charge is +1. The value obtained for the HOMO energy is -11.52 eV. The value obtained for the frontier orbital gap is 0.3114 hartree.


Entry 4:
DFT (ωB97M-V with the def2-TZVPD basis set) results for 2 unconnected molecules or ions with the total composition C5H15N2O in a non-equilibrium geometry.

```
23
Properties=species:S:1:pos:R:3:mulliken_charge:R:1
C -0.81651 -1.68427 1.07707 -1.212
C 0.05728 -1.01175 1.84434 0.142
N -0.25175 -0.13037 2.85933 -0.223
C 0.64586 1.01244 3.04800 -0.836
H -1.88633 -1.58053 1.22681 0.316
H -0.47152 -2.50046 0.45686 0.357
H 1.13440 -1.13390 1.74863 0.367
H -1.23778 0.09112 2.91608 0.263
H 0.37652 1.50719 3.97793 0.336
H 1.64709 0.60387 3.18268 0.344
H 0.65677 1.75497 2.23992 0.223
C 0.50114 -0.31504 -2.71672 -0.400
O 0.30655 -0.25097 -4.10172 -0.490
C -0.46940 0.70892 -2.12739 -0.614
N -0.24848 0.81113 -0.65582 -0.191
H 1.52541 -0.04258 -2.42833 0.311
H 0.26918 -1.30880 -2.32360 0.353
H 0.66204 -1.04041 -4.52461 0.329
H -0.30374 1.70690 -2.53011 0.370
H -1.50098 0.42307 -2.31912 0.332
H 0.72592 1.01848 -0.43515 0.412
H -0.48426 -0.13947 -0.22261 0.124
H -0.83740 1.50046 -0.19248 0.387
```

The spin multiplicity is 1. Its charge is +1. The value obtained for the HOMO energy is -12.41 eV. The value obtained for the frontier orbital gap is 0.3354 hartree.


Entry 5:
DFT (ωB97M-V with the def2-TZVPD basis set) results for 2 unconnected molecules or ions with the total composition C5H15N2O in a non-equilibrium geometry.

```
23
Properties=species:S:1:pos:R:3:lowdin_spin:R:1
C 1.73888 2.95965 0.25830 0.057
C 0.50753 2.10707 0.27467 0.107
C 0.43434 1.27027 1.49852 0.027
C 1.00676 -0.12861 1.22999 0.017
N 2.25511 -0.54372 -1.45675 0.004
C 0.91687 -0.81279 -1.14460 0.001
N 0.36709 -0.85186 0.07479 0.000
H 1.46546 3.86963 0.82834 0.020
H 2.46018 2.47675 0.86649 0.011
H 2.03201 3.08305 -0.70924 0.006
H -0.37133 2.86617 0.28146 0.060
H 0.13117 1.56574 -0.61177 0.018
H 1.10735 1.71702 2.32003 0.000
H -0.64022 1.23256 1.90802 0.014
H 1.13727 -0.88618 1.90266 0.000
H 2.14814 0.06523 0.83034 0.002
H 3.01785 -0.31716 -0.75406 0.000
H 2.66539 -0.89227 -2.31371 0.000
H 0.40297 -1.13527 -2.06382 0.000
H -0.63906 -0.89481 0.04597 0.000
H -5.66271 -4.14039 -0.05577 0.009
H -6.61199 -2.90280 -0.03959 0.001
O -6.07802 -3.53896 -0.68287 0.645
```

The spin multiplicity is 2. Its charge is +2. The value obtained for the HOMO energy (spin up / spin down) is -18.09 / -16.25 eV. The value obtained for the frontier orbital gap (spin up / spin down) is 0.4227 / 0.0596 hartree.


Entry 6:
DFT (ωB97M-V with the def2-TZVPD basis set) results for 2 unconnected molecules or ions with the total composition C5H15N2OSi in a non-equilibrium geometry.

```
24
Properties=species:S:1:pos:R:3:mulliken_charge:R:1
C 1.56260 0.68084 1.38969 0.322
C -2.32451 -1.84661 -0.44452 -1.039
C -1.81362 1.13675 -0.55621 -0.966
C -0.22039 -0.87307 -2.52750 -1.095
C 0.16051 -0.75771 0.87976 -0.755
N 1.30699 1.80156 2.03329 -0.316
N 2.82478 0.40355 1.11011 -0.058
O 3.85374 1.29546 1.39357 -0.423
Si -0.93029 -0.54315 -0.76009 0.291
H -2.75260 -2.13333 -1.42009 0.307
H -1.88680 -2.75052 -0.04304 0.379
H -3.05226 -1.18651 0.09261 0.289
H -1.28941 2.12318 -0.74860 0.332
H -2.86118 1.40688 -1.01314 0.336
H -2.10286 1.09480 0.53551 0.265
H 0.68945 -0.49773 -2.88070 0.400
H -0.26101 -1.98467 -2.81153 0.305
H -1.01152 -0.49759 -3.13206 0.344
H -0.52389 -0.62767 1.78508 0.358
H 0.77552 -1.62697 1.16366 0.539
H 0.36841 2.09414 2.05153 0.251
H 2.05259 2.42249 2.40345 0.252
H 3.10187 -0.63666 0.92739 0.313
H 4.33388 1.50257 0.57185 0.366
```

The spin multiplicity is 1. Its charge is +1. The value obtained for the HOMO energy is -13.64 eV. The value obtained for the frontier orbital gap is 0.3792 hartree.